# 1
Here is a molecular structure, C50H52ClN8O6PSTc in a non-equilibrium geometry from the Open Molecules 2025 dataset. Energies are from wB97M-V/def2-TZVPD.

Calculated values
Charge ... +2
HOMO level (alpha / beta) ... -12.724 / -12.864 eV
Spin multiplicity ... 4

Each line ends with the Mulliken spin population.
Atoms and positions in Å:
Tc -1.66 0.47 1.08  1.9537
O -6.53 -4.63 1.87  0.3950
C -6.64 -3.47 2.24  0.0072
O -7.41 -2.66 2.71  0.3763
C -5.18 -2.74 2.08  0.1960
C -4.83 -1.72 2.93  -0.0244
C -3.63 -1.06 2.69  0.0512
N -2.83 -1.37 1.64  -0.0179
C -3.12 -2.46 0.91  0.0342
C -4.33 -3.15 1.08  -0.0028
C -2.10 -2.98 -0.02  0.0027
C -2.07 -4.31 -0.41  -0.0006
C -1.05 -4.74 -1.24  -0.0004
C -0.10 -3.82 -1.65  0.0040
C -0.21 -2.51 -1.21  0.0208
N -1.19 -2.10 -0.41  -0.0331
C -3.15 0.02 3.55  0.0049
C -3.71 0.33 4.78  -0.0077
C -3.11 1.28 5.59  0.0143
C -1.91 1.84 5.17  -0.0059
C -1.41 1.49 3.93  0.0187
N -2.03 0.64 3.11  -0.0389
H -5.48 -1.44 3.74  -0.0010
H -4.60 -3.98 0.44  0.0038
H -2.81 -5.01 -0.05  0.0007
H -0.99 -5.78 -1.54  0.0000
H 0.73 -4.12 -2.29  -0.0004
H 0.51 -1.76 -1.50  0.0002
H -4.61 -0.18 5.11  0.0003
H -3.56 1.57 6.53  -0.0002
H -1.37 2.54 5.79  0.0007
H -0.47 1.90 3.59  0.0017
O -0.30 4.43 2.47  -0.0037
S 0.10 3.33 1.65  0.0065
O 0.98 2.37 2.27  -0.0010
N -1.23 2.51 1.06  -0.0253
C -2.37 3.32 0.84  0.0266
C -2.40 4.70 0.72  0.0166
C -3.61 5.40 0.60  -0.0091
C -4.81 4.75 0.51  0.0204
C -4.82 3.34 0.52  -0.0121
C -6.00 2.59 0.32  0.0145
C -5.92 1.23 0.23  -0.0021
C -4.68 0.61 0.41  0.0180
N -3.57 1.26 0.68  -0.0832
C -3.61 2.63 0.69  0.0140
C 0.96 3.92 0.21  0.0109
C 0.57 3.53 -1.07  -0.0019
C 1.32 3.97 -2.15  -0.0005
C 2.42 4.79 -1.95  0.0000
C 2.79 5.17 -0.67  0.0001
C 2.06 4.74 0.42  -0.0018
H -1.49 5.27 0.75  0.0022
H -3.58 6.48 0.56  -0.0003
H -5.74 5.28 0.42  0.0001
H -6.95 3.10 0.22  -0.0002
H -6.79 0.62 0.03  0.0001
H -4.61 -0.47 0.31  -0.0012
H -0.30 2.90 -1.20  -0.0036
H 1.03 3.69 -3.16  0.0000
H 3.00 5.13 -2.81  0.0000
H 3.65 5.81 -0.53  0.0000
H 2.32 5.02 1.43  0.0000
C -0.53 0.58 -3.69  0.0006
P -1.89 0.61 -2.50  -0.0105
C -2.89 2.08 -2.82  0.0006
C -2.93 -0.82 -2.90  0.0039
O -1.35 0.61 -1.10  0.0403
H -0.91 0.64 -4.71  0.0000
H 0.02 -0.35 -3.57  -0.0005
H 0.14 1.42 -3.50  -0.0003
H -3.18 2.13 -3.87  0.0002
H -2.32 2.96 -2.55  0.0000
H -3.79 2.03 -2.20  -0.0007
H -3.39 -0.68 -3.88  0.0003
H -3.71 -0.92 -2.14  -0.0005
H -2.33 -1.73 -2.91  0.0003
C 6.60 -0.37 1.42  0.0000
C 6.15 -0.29 -0.05  -0.0004
C 6.30 1.16 -0.53  -0.0001
C 7.10 -1.17 -0.89  0.0000
C 4.67 -0.81 -0.19  -0.0001
O 4.51 -2.05 0.47  0.0005
C 4.27 -0.91 -1.69  0.0007
C 2.89 -1.50 -2.08  -0.0006
C 2.73 -3.00 -1.97  -0.0018
C 3.13 -3.81 -3.04  0.0005
C 2.98 -5.19 -3.00  0.0000
C 2.43 -5.78 -1.87  0.0001
Cl 2.22 -7.49 -1.82  0.0000
C 2.03 -5.00 -0.80  0.0002
C 2.17 -3.62 -0.86  0.0017
C 3.76 0.18 0.58  0.0010
N 2.43 -0.28 0.95  0.0054
C 1.28 0.18 0.47  0.0414
N 0.28 -0.28 1.21  -0.0407
C 0.91 -1.03 2.17  0.0371
N 2.20 -1.04 2.04  -0.0012
H 7.69 -0.28 1.47  0.0000
H 6.32 -1.31 1.88  0.0000
H 6.19 0.44 2.02  0.0000
H 7.35 1.43 -0.52  0.0000
H 5.77 1.86 0.12  0.0000
H 5.93 1.29 -1.55  0.0000
H 8.13 -0.92 -0.63  0.0000
H 6.98 -0.99 -1.96  0.0000
H 6.97 -2.23 -0.70  0.0000
H 5.17 -2.67 0.15  -0.0001
H 5.03 -1.50 -2.21  0.0000
H 4.31 0.10 -2.09  0.0001
H 2.75 -1.24 -3.13  -0.0001
H 2.11 -1.01 -1.50  0.0014
H 3.56 -3.35 -3.92  0.0000
H 3.29 -5.80 -3.83  0.0000
H 1.61 -5.47 0.08  -0.0001
H 1.86 -3.03 -0.01  -0.0015
H 3.64 1.09 0.00  0.0000
H 4.25 0.41 1.52  -0.0005
H 1.17 0.82 -0.39  -0.0120
H 0.39 -1.59 2.93  -0.0019



# 2
Here is a molecular structure, C50H52N5O3RbS2 from the Open Molecules 2025 dataset. Energies are from wB97M-V/def2-TZVPD.

Calculated values
Relative energy (zero: lowest compared OMol25 entry of this formula, charge and spin) ... 20.7 kcal per mole
Charge ... -2
HOMO level ... -1.892 eV
Spin multiplicity ... 1

Each line ends with the Mulliken charge.
Atoms and positions in Å:
Rb 1.47 0.62 0.10  0.8295
C -2.46 2.44 -3.49  -1.4644
N -2.44 2.22 -2.06  1.5482
C -2.05 3.45 -1.39  -0.6599
C -1.92 3.30 0.13  -1.1895
N -0.58 3.60 0.60  0.9994
C -0.44 3.24 2.01  -1.1971
C -0.06 4.89 0.29  -0.0932
C -0.93 5.93 -0.03  0.0934
C -0.46 7.19 -0.40  -0.9785
C 0.90 7.42 -0.42  -0.5302
C 1.77 6.39 -0.08  -0.6709
C 1.34 5.11 0.28  0.0713
S 2.53 3.89 0.68  -0.4983
C -3.65 1.61 -1.56  -0.7017
C -4.87 2.15 -1.93  -0.2143
C -6.08 1.58 -1.55  -0.8992
C -6.04 0.43 -0.77  -0.4730
C -4.83 -0.10 -0.38  -1.1532
C -3.59 0.46 -0.74  0.1975
S -2.12 -0.25 -0.11  0.0312
H -3.12 3.27 -3.80  0.4679
H -2.78 1.54 -4.01  0.4122
H -1.45 2.69 -3.83  0.3177
H -2.76 4.26 -1.64  0.0450
H -1.08 3.75 -1.80  0.6370
H -2.09 2.25 0.38  0.3797
H -2.69 3.88 0.66  0.0647
H -1.15 3.81 2.64  0.2874
H 0.57 3.43 2.34  0.3648
H -0.68 2.18 2.13  0.3692
H -1.99 5.76 -0.01  0.3033
H -1.17 7.97 -0.66  0.3557
H 1.30 8.38 -0.71  0.3462
H 2.84 6.56 -0.10  0.3519
H -4.88 3.05 -2.54  0.2443
H -7.02 2.02 -1.86  0.3600
H -6.96 -0.05 -0.46  0.3455
H -4.80 -0.99 0.24  0.4109
N -0.61 -0.08 -3.05  0.9157
C -0.08 0.37 -4.20  0.7739
C -0.34 -0.18 -5.45  -0.7158
C 0.24 0.35 -6.61  -0.9962
C 1.09 1.42 -6.57  -0.8173
C 1.40 2.01 -5.32  0.7350
C 2.26 3.12 -5.18  -0.9392
C 2.50 3.64 -3.94  -0.9534
C 1.91 3.03 -2.81  -0.0500
N 1.11 1.99 -2.91  0.8534
C 0.84 1.49 -4.14  -0.4075
H -1.37 -0.74 -3.06  0.4226
H -0.64 0.55 -2.26  -0.9299
H -1.02 -1.02 -5.51  0.4921
H 0.00 -0.11 -7.56  0.3685
H 1.53 1.83 -7.48  0.3639
H 2.70 3.56 -6.07  0.3886
H 3.15 4.50 -3.80  0.4798
H 2.10 3.41 -1.81  -0.0297
C -2.28 -5.23 -4.09  -1.5627
C -1.05 -4.39 -3.86  0.7327
C -0.74 -3.92 -2.60  -0.8312
C 0.37 -3.11 -2.37  1.2554
C 0.64 -2.67 -0.96  -1.3025
C 1.18 -2.75 -3.46  0.6986
C 2.29 -1.77 -3.34  -1.0811
O 2.53 -1.06 -2.39  -0.3496
C 0.91 -3.27 -4.75  1.3979
C 1.76 -2.97 -5.95  -1.9980
C -0.20 -4.08 -4.92  -0.8330
H -2.73 -5.53 -3.15  0.3664
H -2.04 -6.13 -4.67  0.3711
H -3.03 -4.66 -4.66  0.2990
H -1.37 -4.17 -1.76  0.3775
H 0.32 -3.45 -0.26  0.5402
H 0.04 -1.78 -0.73  -0.2484
H 1.68 -2.45 -0.77  0.5276
H 2.92 -1.68 -4.25  0.2361
H 1.79 -1.90 -6.18  0.3329
H 1.36 -3.49 -6.82  0.3330
H 2.79 -3.30 -5.82  0.4052
H -0.42 -4.46 -5.91  0.2875
C 2.84 -1.13 9.42  -1.6215
C 2.97 -2.33 8.51  1.0176
C 3.68 -3.44 8.96  -0.8715
C 3.85 -4.54 8.13  -0.6718
C 3.27 -4.55 6.88  -0.8439
C 2.53 -3.45 6.42  -0.2480
N 1.97 -3.57 5.15  -0.0928
C 0.77 -3.00 4.73  -0.0558
C -0.34 -3.00 5.57  -0.4967
C -1.56 -2.49 5.14  -0.4931
C -1.68 -1.99 3.85  -0.7587
C -0.58 -2.00 3.01  -0.5563
C 0.65 -2.49 3.43  0.4537
C 1.84 -2.44 2.46  0.1786
O 2.73 -3.32 2.58  -0.9332
O 1.80 -1.54 1.60  -0.4371
C 2.42 -2.30 7.23  1.2288
C 1.81 -1.04 6.70  -1.3698
H 3.21 -1.37 10.42  0.3709
H 1.80 -0.81 9.51  0.3104
H 3.41 -0.28 9.05  0.3474
H 4.10 -3.43 9.96  0.2996
H 4.42 -5.39 8.47  0.3474
H 3.36 -5.41 6.23  0.4738
H 2.59 -3.76 4.35  0.4812
H -0.24 -3.41 6.57  0.4716
H -2.41 -2.49 5.81  0.3619
H -2.62 -1.59 3.49  0.5056
H -0.66 -1.59 2.01  0.5181
H 0.74 -0.97 6.89  0.2756
H 1.95 -0.96 5.62  0.3116
H 2.28 -0.17 7.16  0.4770



# 3
Here is a molecular structure, C50H53N2O4Te2Tl from the Open Molecules 2025 dataset. Energies are from wB97M-V/def2-TZVPD.

Calculated values
Relative energy (zero: lowest compared OMol25 entry of this formula, charge and spin) ... 17.6 kcal per mole
Charge ... -2
HOMO level ... -1.914 eV
Spin multiplicity ... 1

Each line ends with the Mulliken charge.
Atoms and positions in Å:
Tl -0.11 -1.57 -0.43  1.3158
O -2.53 -4.76 -2.88  -0.8526
C -2.55 -3.91 -1.98  -0.1283
O -1.85 -2.86 -1.90  -0.4954
C -3.52 -4.14 -0.82  -0.0953
C -3.65 -3.20 0.19  0.6520
C -4.54 -3.39 1.24  -0.4532
C -5.30 -4.55 1.29  -0.4220
C -5.17 -5.50 0.28  -0.4677
C -4.29 -5.29 -0.77  -0.3435
H -3.04 -2.30 0.13  -0.1711
H -4.63 -2.64 2.01  0.4058
H -6.00 -4.71 2.10  0.3778
H -5.77 -6.41 0.32  0.3512
H -4.18 -6.01 -1.57  0.4392
C 0.19 1.99 -3.37  -1.4737
C 0.82 1.17 -2.25  -0.0097
O 2.11 0.98 -2.51  -0.6508
N 0.20 0.76 -1.22  0.5620
Te -2.10 1.23 -0.90  0.4814
C -4.20 1.64 -0.13  -0.9064
C -5.23 0.76 -0.52  1.4790
C -5.04 -0.36 -1.51  -1.5697
C -6.53 0.93 -0.03  -1.0142
C -6.86 1.96 0.83  0.8695
C -8.27 2.13 1.34  -1.5535
C -5.86 2.86 1.17  -0.9791
C -4.56 2.72 0.69  1.4765
C -3.57 3.80 1.06  -1.5490
C -1.34 1.81 1.00  0.2222
C -1.72 1.13 2.16  0.9138
C -2.71 -0.01 2.16  -1.1121
C -1.22 1.54 3.40  -1.2172
C -0.36 2.61 3.53  1.0741
C 0.20 3.01 4.87  -1.7884
C 0.01 3.28 2.37  -1.0248
C -0.44 2.89 1.11  1.9232
C 0.08 3.69 -0.05  -1.9709
H 0.96 2.51 -3.95  0.3238
H -0.53 2.70 -2.99  0.3394
H -0.34 1.31 -4.05  0.2583
H -4.00 -0.68 -1.62  -0.1011
H -5.39 -0.05 -2.50  0.3446
H -5.61 -1.24 -1.22  0.4216
H -7.29 0.22 -0.33  0.3159
H -8.80 1.18 1.35  0.3781
H -8.84 2.82 0.71  0.2700
H -8.28 2.54 2.35  0.3617
H -6.10 3.70 1.81  0.3510
H -4.09 4.74 1.26  0.5094
H -2.86 3.97 0.24  0.1493
H -2.98 3.54 1.94  0.1518
H -2.81 -0.47 1.18  -0.7676
H -3.70 0.35 2.45  0.2663
H -2.40 -0.77 2.88  0.6780
H -1.52 0.99 4.28  0.3533
H -0.29 2.47 5.68  0.4066
H 0.07 4.08 5.05  0.3408
H 1.27 2.80 4.92  0.2783
H 0.69 4.12 2.44  0.2804
H 0.22 4.73 0.24  0.6786
H -0.60 3.65 -0.91  0.2724
H 1.04 3.29 -0.38  -0.1284
C 4.62 4.77 2.31  -1.6336
C 4.28 3.62 1.40  0.7787
C 4.76 3.55 0.11  -0.8680
C 4.44 2.49 -0.75  0.5814
C 4.95 2.55 -2.17  -1.7093
C 3.63 1.46 -0.27  0.4743
Te 3.55 -0.29 -1.59  0.3363
N 2.14 -1.74 -1.90  0.0208
C 2.89 -2.64 -2.50  0.2834
O 4.16 -2.59 -2.53  -0.8218
C 2.28 -3.74 -3.33  0.2251
C 3.09 -4.49 -4.18  -0.4322
C 2.53 -5.48 -4.97  -0.5110
C 1.16 -5.75 -4.91  -0.4435
C 0.35 -5.01 -4.06  -0.6093
C 0.91 -4.01 -3.28  0.0969
C 4.37 -1.41 0.08  0.5137
C 3.58 -2.24 0.87  -0.0695
C 4.13 -3.01 1.88  -0.8132
C 5.49 -2.97 2.12  -0.6261
C 6.29 -2.16 1.32  -0.7846
C 5.75 -1.38 0.30  0.6228
C 6.66 -0.55 -0.55  -1.3259
C 3.09 1.53 1.02  0.9175
C 2.14 0.51 1.57  -0.2977
C 3.43 2.61 1.83  -0.7982
H 5.36 5.43 1.85  0.3618
H 5.02 4.42 3.26  0.3511
H 3.74 5.38 2.53  0.2892
H 5.39 4.35 -0.27  0.2879
H 5.26 3.57 -2.40  0.5156
H 4.18 2.25 -2.87  0.2842
H 5.82 1.89 -2.32  0.2046
H 4.15 -4.27 -4.20  0.4313
H 3.16 -6.06 -5.64  0.3583
H 0.73 -6.53 -5.53  0.3796
H -0.71 -5.18 -3.99  0.5240
H 0.25 -3.42 -2.65  0.0032
H 2.51 -2.30 0.67  0.2545
H 3.48 -3.65 2.48  0.4496
H 5.93 -3.57 2.90  0.3496
H 7.37 -2.14 1.49  0.3527
H 7.71 -0.71 -0.28  0.4615
H 6.44 0.52 -0.44  0.1427
H 6.54 -0.81 -1.61  0.2342
H 1.64 -0.03 0.77  -1.0630
H 1.37 0.99 2.17  -0.2515
H 2.67 -0.21 2.21  0.5769
H 3.00 2.66 2.83  0.3674



# 4
Here is a molecular structure, C50H55AsLuO7PS4 in a non-equilibrium geometry from the Open Molecules 2025 dataset. Energies are from wB97M-V/def2-TZVPD.

Calculated values
Relative energy (zero: lowest compared OMol25 entry of this formula, charge and spin) ... 12.6 kcal per mole
Charge ... -2
HOMO level ... -1.594 eV
Spin multiplicity ... 1

Each line ends with the Mulliken charge.
Atoms and positions in Å:
Lu 1.17 -1.20 -0.52  1.2450
C 5.04 -1.33 0.53  -0.8544
O 3.75 -0.85 0.94  0.7057
C 3.49 -0.79 2.33  -0.1503
C 2.50 -1.83 2.75  -0.9353
O 1.23 -1.55 2.16  -0.1619
C 0.12 -1.23 3.00  2.3872
C 0.45 -0.32 4.15  -2.1626
O 1.25 0.75 3.72  0.6154
C 1.64 1.58 4.77  -0.9814
H 5.23 -2.34 0.91  0.2454
H 5.04 -1.44 -0.53  -0.0294
H 5.87 -0.66 0.87  0.2728
H 4.35 -0.91 2.97  0.4741
H 3.08 0.21 2.61  -0.3877
H 2.82 -2.82 2.44  0.5190
H 2.38 -1.80 3.86  0.2417
H -0.59 -0.77 2.32  -0.9628
H -0.37 -2.12 3.39  -0.4409
H -0.45 0.04 4.58  0.7773
H 0.96 -0.85 4.99  0.4946
H 0.84 1.70 5.49  0.3773
H 2.56 1.17 5.24  0.1757
H 1.91 2.53 4.29  0.1219
S 2.30 -4.81 -3.85  -0.6025
As 2.73 -3.07 -2.68  0.4339
S 0.98 -1.75 -3.04  -0.5884
S 2.43 -3.54 -0.53  -0.4839
S 4.61 -2.13 -3.17  -0.6223
C -1.66 4.89 -2.34  -2.0236
C -0.79 3.65 -2.45  1.3848
C -0.15 3.47 -3.85  -1.3333
O -1.54 2.52 -2.14  -0.2524
C -0.65 1.54 -1.55  -0.5000
C 0.44 2.43 -0.88  -0.7282
O 0.20 3.71 -1.42  -0.3447
C 1.97 2.02 -0.83  2.7788
O 2.05 0.68 -0.65  -0.6675
C 2.63 2.76 0.33  -0.3578
C 2.10 3.87 1.00  0.0137
C 2.80 4.37 2.10  -1.0400
C 4.00 3.83 2.54  -0.7782
C 4.49 2.69 1.92  -0.4551
C 3.81 2.16 0.81  -0.5421
C 2.61 2.45 -2.19  -0.5111
C 2.75 1.54 -3.24  -0.0568
C 3.34 1.92 -4.44  -0.7474
C 3.73 3.24 -4.63  -0.6860
C 3.54 4.16 -3.59  -0.9354
C 3.02 3.77 -2.37  -0.0117
C -1.48 0.68 -0.52  1.5601
O -0.68 -0.24 0.08  0.3470
C -2.65 -0.01 -1.30  -0.0019
C -4.02 0.00 -0.97  0.4707
C -4.95 -0.77 -1.71  -1.2845
C -4.52 -1.59 -2.74  -0.5726
C -3.20 -1.58 -3.07  -0.6902
C -2.29 -0.83 -2.36  0.0741
C -2.01 1.62 0.56  0.9574
C -3.13 2.40 0.37  -0.3123
C -3.67 3.13 1.42  -1.6672
C -3.00 3.25 2.64  -0.7157
C -1.78 2.57 2.81  -0.8447
C -1.35 1.76 1.80  0.3553
H -2.58 4.70 -2.89  0.4135
H -1.14 5.76 -2.74  0.3692
H -1.98 5.06 -1.29  0.4192
H -0.88 3.23 -4.64  0.3256
H 0.56 2.67 -3.83  0.1496
H 0.33 4.39 -4.13  0.3903
H -0.21 0.89 -2.28  0.8417
H 0.16 2.43 0.21  -0.2929
H 1.17 4.24 0.63  0.6734
H 2.43 5.26 2.64  0.3178
H 4.54 4.27 3.38  0.3539
H 5.44 2.27 2.19  0.4267
H 4.12 1.22 0.37  0.5957
H 2.42 0.49 -3.07  0.0936
H 3.47 1.14 -5.20  0.4699
H 4.12 3.57 -5.57  0.3850
H 3.88 5.16 -3.73  0.4379
H 3.09 4.46 -1.53  0.2475
H -4.48 0.60 -0.16  0.2656
H -5.99 -0.75 -1.43  0.3540
H -5.25 -2.24 -3.22  0.3577
H -2.84 -2.30 -3.82  0.3985
H -1.25 -0.89 -2.63  -1.0869
H -3.53 2.48 -0.64  0.8480
H -4.63 3.63 1.31  0.4012
H -3.50 3.68 3.52  0.3110
H -1.26 2.57 3.75  0.3237
H -0.40 1.28 1.98  -0.1268
C -0.16 -5.39 0.84  -1.6828
P -0.90 -3.87 0.22  1.6535
C -2.09 -3.46 1.64  0.2458
C -2.08 -4.01 2.92  -0.5981
C -2.64 -3.25 4.00  -0.9080
C -3.16 -2.02 3.72  -0.5211
C -3.31 -1.52 2.44  -0.9603
C -2.75 -2.26 1.40  0.2521
C -2.01 -4.56 -1.11  0.0528
C -1.38 -4.93 -2.33  0.0874
C -2.12 -5.50 -3.36  -0.7886
C -3.50 -5.55 -3.17  -0.2804
C -4.17 -5.07 -2.06  -0.8896
C -3.39 -4.64 -1.00  -0.1398
H -0.97 -6.04 1.13  0.5544
H 0.42 -5.16 1.76  0.3201
H 0.46 -5.82 0.10  0.5043
H -1.58 -4.96 3.22  0.2765
H -2.62 -3.62 5.00  0.3729
H -3.56 -1.39 4.50  0.3987
H -3.77 -0.54 2.20  0.2924
H -2.74 -1.81 0.42  0.0865
H -0.28 -4.80 -2.46  -0.1498
H -1.57 -5.75 -4.25  0.4576
H -4.11 -5.83 -4.03  0.2757
H -5.26 -5.15 -1.98  0.3915
H -3.86 -4.35 -0.09  0.4277